This record from OMol25 describes a 16-piece molecular cluster, C41H108N13O20 overall in a non-equilibrium geometry. The level of theory is the ωB97M-V functional and the def2-TZVPD basis.

Each line ends with the Löwdin charge.
CARTESIAN COORDINATES (ANGSTROEM)
C1 -9.12 -2.19 1.08  0.00
C2 -8.76 -1.02 0.20  -0.52
O1 -7.85 -0.24 0.46  0.02
N1 -9.59 -0.93 -0.93  -0.02
H1 -3.43 -6.77 4.73  0.14
H2 -10.40 -1.48 -0.95  0.11
C3 -9.45 0.20 -1.82  -0.10
H3 -8.24 -2.78 1.28  0.09
H4 -9.94 -2.78 0.73  0.07
H5 -9.48 -1.77 2.01  0.08
H6 -10.14 1.05 -1.58  0.09
H7 -9.68 -0.20 -2.81  0.07
H8 -8.33 0.54 -1.60  0.12
C4 7.02 -1.64 -6.58  0.03
C5 6.99 -1.89 -5.08  -0.30
O2 6.19 -1.64 -4.24  0.17
N2 8.39 -2.57 -4.52  0.07
H9 8.90 -1.75 -4.19  0.13
H10 7.99 -3.06 -3.69  0.19
C6 9.25 -3.38 -5.37  0.00
H11 7.72 -2.29 -7.16  0.09
H12 7.43 -0.61 -6.86  0.13
H13 6.04 -1.66 -7.03  0.09
H14 8.90 -4.40 -5.43  0.12
H15 10.21 -3.43 -4.89  0.11
H16 9.32 -2.81 -6.27  0.08
C7 0.39 1.23 -0.43  0.04
C8 -0.95 1.17 0.24  -0.36
O3 -1.74 2.04 0.37  0.19
N3 -1.16 -0.27 0.85  0.09
H17 -1.05 -0.95 0.07  0.10
H18 -0.37 -0.41 1.44  0.11
C9 -2.53 -0.36 1.66  0.08
H19 0.16 0.94 -1.43  0.10
H20 1.00 0.41 -0.06  0.09
H21 0.82 2.18 -0.29  0.09
H22 -2.63 -1.43 1.82  0.09
H23 -3.21 -0.14 0.89  0.08
H24 -2.53 0.28 2.51  0.09
C10 9.47 2.47 -5.90  0.03
C11 8.57 1.66 -4.87  -0.45
O4 8.83 0.43 -4.62  -0.06
N4 7.60 2.40 -4.28  0.03
H25 7.39 3.27 -4.67  0.12
H26 -0.50 -4.84 -1.95  0.12
C12 6.86 1.65 -3.21  -0.04
H27 8.94 3.25 -6.39  0.06
H28 9.86 1.84 -6.63  0.05
H29 10.32 2.89 -5.36  0.10
H30 7.70 1.17 -2.61  0.10
H31 6.23 0.92 -3.79  0.08
H32 6.30 2.37 -2.57  0.09
C13 -0.64 4.60 4.79  -0.11
C14 -0.87 3.50 5.81  -0.21
C15 -2.37 3.32 6.31  -0.17
C16 -2.69 4.31 7.39  -0.17
N5 -4.11 4.32 7.80  -0.22
C17 -4.90 4.98 6.62  -0.08
C18 -5.29 6.37 7.01  -0.15
C19 -5.50 6.21 8.50  -0.15
C20 -4.32 5.38 8.94  -0.09
C21 -4.62 3.00 8.32  0.04
H33 -0.63 5.62 5.24  0.08
H34 -1.35 4.66 3.96  0.08
H35 0.36 4.62 4.41  0.06
H36 -0.22 3.65 6.66  0.10
H37 -0.53 2.54 5.46  0.08
H38 -2.47 2.29 6.69  0.11
H39 -3.13 3.17 5.54  0.11
H40 -2.46 5.31 7.03  0.14
H41 -2.10 4.07 8.30  0.16
H42 -5.85 4.49 6.47  0.14
H43 -4.37 4.87 5.69  0.12
H44 -6.24 6.69 6.56  0.14
H45 -4.59 7.17 6.86  0.12
H46 -6.39 5.62 8.73  0.13
H47 -5.40 7.11 9.11  0.14
H48 -4.45 4.78 9.85  0.13
H49 -3.38 5.89 9.09  0.13
H50 -3.72 2.50 8.60  0.10
H51 -5.25 2.46 7.60  0.12
H52 -5.31 3.08 9.17  0.11
C22 1.21 -7.87 3.07  0.05
N6 1.28 -6.44 2.51  -0.41
C23 2.72 -6.11 2.29  0.02
C24 0.60 -6.39 1.25  -0.03
C25 0.62 -5.52 3.42  -0.18
C26 0.60 -4.13 2.81  -0.25
O5 1.69 -3.51 2.87  0.01
H53 1.41 -8.48 2.23  0.08
H54 0.15 -7.94 3.38  0.11
H55 1.99 -8.11 3.88  0.15
H56 2.93 -5.25 1.61  0.13
H57 3.09 -7.03 1.78  0.12
H58 3.18 -6.09 3.24  0.10
H59 1.06 -7.09 0.54  0.13
H60 0.69 -5.33 0.89  0.09
H61 -0.43 -6.64 1.32  0.11
H62 1.28 -5.56 4.30  0.12
H63 -0.35 -5.91 3.67  0.09
H64 0.10 -3.57 5.26  0.20
H65 -0.29 -3.75 2.31  0.10
H66 1.56 -2.52 2.79  0.11
C27 10.42 2.95 8.35  0.05
N7 9.23 2.04 8.75  -0.37
C28 9.64 1.12 9.81  0.01
C29 8.21 2.93 9.35  0.00
C30 8.60 1.40 7.54  -0.08
C31 9.26 0.04 7.23  -0.17
O6 10.73 0.16 7.23  -0.05
H67 11.27 2.39 7.91  0.12
H68 10.70 3.42 9.34  0.13
H69 10.03 3.64 7.62  0.10
H70 10.40 0.51 9.47  0.07
H71 8.74 0.57 10.08  0.12
H72 10.14 1.72 10.61  0.14
H73 7.46 2.33 9.88  0.13
H74 7.77 3.59 8.63  0.11
H75 8.73 3.61 9.93  0.08
H76 8.86 2.14 6.80  0.13
H77 7.52 1.22 7.60  0.15
H78 8.84 -0.28 6.29  0.12
H79 8.98 -0.72 7.97  0.13
H80 11.03 -0.64 6.86  0.08
C32 -3.75 12.80 -6.13  -0.10
N8 -4.62 12.08 -6.98  -0.19
C33 -5.82 12.92 -7.72  0.10
C34 -1.72 9.92 1.80  0.01
C35 -4.47 10.78 -6.92  0.10
C36 -16.50 4.46 -7.86  0.04
O7 -17.34 5.39 -7.93  0.08
H81 -3.96 12.53 -5.04  0.13
H82 -3.77 13.89 -6.23  0.10
H83 -2.61 12.48 -6.23  0.14
H84 -5.80 13.95 -7.29  0.11
H85 -6.70 12.35 -7.36  0.10
H86 -5.91 12.92 -8.75  0.06
H87 -2.05 9.19 2.42  -0.15
H88 -2.36 10.72 1.43  -0.07
H89 -0.73 9.78 1.49  -0.10
H90 -4.99 10.15 -7.66  0.11
H91 -3.82 10.25 -6.19  0.11
H92 -16.85 3.39 -7.66  0.13
H93 -15.50 4.77 -8.09  0.09
H94 -18.30 4.99 -7.89  0.22
C37 -2.47 -9.12 -11.56  -0.01
N9 -2.05 -7.91 -10.83  -0.35
C38 -1.67 -6.83 -11.78  0.01
C39 -3.30 -7.53 -9.96  0.02
C40 -0.84 -8.21 -9.78  -0.02
C41 0.35 -8.89 -10.46  -0.26
O8 1.13 -8.02 -11.19  -0.03
H95 -1.57 -9.32 -12.17  0.10
H96 -3.34 -8.83 -12.18  0.13
H97 -2.70 -9.94 -10.81  0.14
H98 -2.45 -6.60 -12.47  0.11
H99 -0.73 -7.11 -12.21  0.09
H100 -1.50 -5.93 -11.18  0.12
H101 -3.69 -8.35 -9.33  0.12
H102 -3.99 -6.97 -10.62  0.11
H103 -3.04 -6.80 -9.23  0.08
H104 -1.28 -8.85 -9.04  0.13
H105 -0.60 -7.27 -9.39  0.12
H106 0.00 -9.84 -10.96  0.13
H107 0.90 -9.21 -9.57  0.14
H108 2.04 -8.30 -11.36  0.12
N10 -0.22 -1.07 4.31  -0.59
O9 -0.68 0.01 4.74  -0.04
O10 -0.69 -2.05 4.84  -0.09
O11 0.58 -1.09 3.34  -0.09
N11 0.92 -5.86 -3.85  -0.59
O12 2.02 -5.94 -4.41  -0.04
O13 0.74 -6.03 -2.66  -0.07
O14 -0.11 -5.66 -4.69  -0.13
N12 -3.09 -5.15 4.19  -0.45
O15 -4.33 -5.06 4.07  0.07
O16 -2.40 -4.21 3.86  0.08
O17 -2.62 -6.27 4.69  0.16
N13 -1.08 -3.40 -0.74  -0.38
O18 -1.65 -2.30 -0.71  0.06
O19 -0.39 -3.80 0.22  0.04
O20 -1.20 -4.12 -1.82  0.18

Values from the calculation:
E ... -3840.77558 Ha
LUMO energy ... -8.077 eV
Total charge ... +5
Gap between HOMO and LUMO ... 0.816 eV
Energy above the lowest of the compared OMol25 structures with the same formula, charge and spin ... 6.362 eV



This record from OMol25 describes C41H110F3MnN10O13S as an isolated structure in a non-equilibrium geometry. The level of theory is the ωB97M-V functional and the def2-TZVPD basis.

Each line ends with the Mulliken spin population.
CARTESIAN COORDINATES (ANGSTROEM)
Mn1 1.61 -1.70 -1.29  4.69
C1 -0.44 1.61 -1.82  -0.01
F1 -1.60 1.83 -1.17  0.00
F2 -0.60 0.74 -2.80  0.03
F3 0.00 2.75 -2.39  0.00
S1 0.73 0.93 -0.61  -0.03
O1 1.97 0.43 -1.18  0.09
O2 0.93 2.01 0.35  0.00
O3 0.00 -0.26 -0.07  0.06
C2 -7.11 0.25 -1.57  0.00
C3 -6.99 -0.81 -0.54  0.00
C4 -7.28 -2.15 -1.10  0.00
O4 -7.12 -3.12 -0.05  0.00
C5 -7.81 -4.33 -0.27  0.00
N1 -5.53 -0.87 -0.17  0.00
H1 -6.34 0.05 -2.35  0.00
H2 -6.87 1.22 -1.16  0.00
H3 -8.14 0.35 -1.89  0.00
H4 -7.56 -0.64 0.41  0.00
H5 -6.57 -2.38 -1.91  0.00
H6 -8.28 -2.26 -1.54  0.00
H7 -7.40 -4.88 -1.08  0.00
H8 -8.86 -4.18 -0.55  0.00
H9 -7.68 -4.88 0.66  0.00
H10 -5.29 -0.01 0.25  0.00
H11 -5.45 -1.55 0.60  0.00
C6 2.03 -3.04 4.31  0.00
C7 0.81 -2.37 3.73  0.00
C8 -0.03 -1.65 4.75  0.00
O5 -0.53 -2.64 5.61  0.00
C9 -1.57 -2.24 6.44  0.00
N2 1.29 -1.53 2.66  -0.02
H12 1.95 -3.11 5.38  0.00
H13 2.96 -2.55 4.18  0.00
H14 2.15 -4.05 3.94  0.00
H15 0.13 -3.08 3.27  0.00
H16 -0.89 -1.17 4.30  0.00
H17 0.54 -0.97 5.35  0.00
H18 -2.06 -3.15 6.78  0.00
H19 -2.26 -1.56 5.97  0.00
H20 -1.19 -1.74 7.27  0.00
H21 0.67 -0.81 2.30  -0.01
H22 2.11 -1.09 2.88  0.01
C10 5.52 0.04 3.04  0.00
C11 4.31 0.89 3.42  0.00
C12 4.63 2.24 4.05  0.00
O6 5.44 2.16 5.19  0.00
C13 5.67 3.34 5.89  0.00
N3 3.44 0.93 2.26  0.00
H23 6.14 0.63 2.38  0.00
H24 5.20 -0.91 2.65  0.00
H25 6.24 -0.17 3.94  0.00
H26 3.73 0.40 4.19  0.00
H27 3.75 2.86 4.31  0.00
H28 5.21 2.72 3.21  0.00
H29 6.33 4.05 5.34  0.00
H30 6.21 3.11 6.82  0.00
H31 4.73 3.75 6.24  0.00
H32 2.45 1.14 2.54  0.00
H33 3.73 1.67 1.63  0.00
C14 -3.14 -2.45 1.96  0.00
C15 -2.11 -2.93 0.95  0.00
C16 -2.14 -4.43 0.98  0.00
O7 -0.95 -4.93 0.20  0.00
C17 -0.82 -6.36 0.24  0.00
N4 -2.33 -2.45 -0.38  0.00
H34 -4.03 -3.07 1.90  0.00
H35 -3.46 -1.45 1.80  0.00
H36 -2.70 -2.42 2.94  0.00
H37 -1.14 -2.57 1.30  0.00
H38 -3.01 -4.79 0.37  0.00
H39 -2.15 -4.85 1.98  0.00
H40 -0.40 -6.74 -0.70  0.00
H41 -1.82 -6.78 0.40  0.00
H42 -0.19 -6.73 1.02  0.00
H43 -2.24 -1.43 -0.34  0.00
H44 -3.27 -2.52 -0.58  0.00
C18 3.04 6.59 1.06  0.00
C19 3.94 5.36 0.89  0.00
C20 5.33 5.62 1.51  0.00
O8 5.14 5.97 2.90  0.00
C21 6.18 6.65 3.58  0.00
N5 3.34 4.19 1.59  0.00
H45 1.97 6.33 0.93  0.00
H46 3.28 7.36 0.32  0.00
H47 3.17 6.96 2.10  0.00
H48 4.10 5.19 -0.14  0.00
H49 5.89 6.45 0.99  0.00
H50 5.93 4.71 1.41  0.00
H51 6.97 5.92 3.89  0.00
H52 5.77 7.13 4.45  0.00
H53 6.54 7.45 2.95  0.00
H54 3.41 4.34 2.61  0.00
H55 2.34 4.13 1.32  0.00
C22 -6.96 2.12 2.21  0.00
C23 -6.42 0.93 3.04  0.00
C24 -4.90 0.97 3.29  0.00
O9 -4.25 1.00 2.05  0.00
C25 -2.88 1.06 2.25  0.00
N6 -7.18 0.94 4.24  0.00
H56 -6.42 2.31 1.25  0.00
H57 -6.73 3.08 2.76  0.00
H58 -8.02 2.02 2.05  0.00
H59 -6.67 0.07 2.39  0.00
H60 -4.43 0.13 3.87  0.00
H61 -4.63 1.88 3.93  0.00
H62 -2.57 1.82 3.01  0.00
H63 -2.38 1.24 1.26  0.00
H64 -2.43 0.16 2.56  0.00
H65 -7.06 1.72 4.93  0.00
H66 -7.07 0.08 4.74  0.00
C26 -1.05 -2.90 -4.79  0.01
C27 0.03 -2.92 -3.72  0.03
C28 1.20 -2.15 -4.37  0.03
O10 2.26 -2.02 -3.39  0.00
C29 3.42 -1.33 -3.93  0.03
N7 -0.29 -2.11 -2.57  0.07
H67 -1.95 -3.41 -4.31  0.00
H68 -0.74 -3.41 -5.68  0.00
H69 -1.41 -1.91 -4.93  0.00
H70 0.31 -3.94 -3.46  -0.01
H71 0.92 -1.15 -4.68  -0.01
H72 1.58 -2.72 -5.32  0.00
H73 3.20 -0.20 -4.08  0.00
H74 3.65 -1.73 -4.97  0.00
H75 4.26 -1.45 -3.22  -0.01
H76 -0.76 -2.56 -1.85  -0.05
H77 -0.83 -1.30 -2.94  0.02
C30 3.03 -4.88 -1.03  0.04
C31 2.87 -4.05 0.25  -0.02
C32 4.05 -3.01 0.40  0.01
O11 4.03 -2.09 -0.63  0.07
C33 4.86 -0.93 -0.47  0.02
N8 1.62 -3.29 0.23  0.07
H78 2.46 -5.85 -0.96  0.00
H79 4.11 -4.96 -1.20  0.00
H80 2.68 -4.34 -1.92  -0.01
H81 2.97 -4.82 1.11  0.00
H82 5.04 -3.49 0.66  0.00
H83 3.89 -2.50 1.31  -0.01
H84 5.94 -1.14 -0.50  0.00
H85 4.53 -0.42 0.44  -0.01
H86 4.57 -0.28 -1.30  0.01
H87 1.56 -2.62 1.05  -0.11
H88 0.75 -3.77 0.04  0.02
C34 5.68 1.79 -3.32  0.00
C35 5.27 3.27 -3.51  0.00
C36 3.80 3.39 -3.84  0.00
O12 3.46 2.79 -5.11  0.00
C37 2.07 3.01 -5.27  0.00
N9 5.54 4.15 -2.38  0.00
H89 5.55 1.18 -4.22  0.00
H90 5.09 1.38 -2.48  0.00
H91 6.71 1.85 -3.07  0.00
H92 5.70 3.57 -4.44  0.00
H93 3.61 4.49 -3.97  0.00
H94 3.12 3.12 -3.04  0.00
H95 1.75 4.03 -4.94  0.00
H96 1.52 2.27 -4.71  0.00
H97 1.79 2.85 -6.29  0.00
H98 6.50 4.05 -2.11  0.00
H99 5.04 3.95 -1.55  0.00
C38 -4.15 2.69 -4.29  0.00
C39 -3.43 1.42 -4.61  0.00
C40 -4.18 0.63 -5.71  0.00
O13 -3.78 -0.70 -5.71  0.00
C41 -4.52 -1.60 -4.95  0.00
N10 -2.00 1.65 -4.97  0.00
H100 -3.56 3.24 -3.57  0.00
H101 -5.15 2.48 -3.97  0.00
H102 -4.34 3.28 -5.18  0.00
H103 -3.42 0.80 -3.68  0.00
H104 -3.88 1.17 -6.65  0.00
H105 -5.28 0.63 -5.62  0.00
H106 -5.63 -1.51 -4.98  0.00
H107 -4.25 -1.58 -3.93  0.00
H108 -4.36 -2.64 -5.31  0.00
H109 -2.02 2.48 -5.64  0.00
H110 -1.64 0.82 -5.43  0.00

Values from the calculation:
E ... -5002.25777 Ha
LUMO energy (spin up / spin down) ... -1.416 / -1.424 eV
Total charge ... +1
Gap between HOMO and LUMO (spin up / spin down) ... 9.211 / 9.202 eV
Energy above the lowest of the compared OMol25 structures with the same formula, charge and spin ... 1.500 eV
2S+1 ... 6



This record from OMol25 describes C41H20Cl3F15GeN4O9S4V as an isolated structure in a non-equilibrium geometry. The level of theory is the ωB97M-V functional and the def2-TZVPD basis.

Each line ends with the Mulliken spin population.
CARTESIAN COORDINATES (ANGSTROEM)
V1 0.38 1.37 0.01  0.96
N1 -0.21 2.48 -1.75  -0.01
N2 0.61 2.07 -2.84  0.00
C1 1.25 0.78 -2.66  0.01
O1 1.83 0.32 -3.65  0.00
O2 1.18 0.29 -1.49  0.02
H1 -1.17 2.16 -1.85  0.00
H2 -0.19 3.48 -1.65  0.00
H3 0.16 2.11 -3.74  0.00
O3 2.42 2.10 3.45  0.00
S1 1.17 2.11 2.70  -0.02
O4 1.01 3.31 1.89  0.01
O5 0.94 0.84 1.97  0.00
C2 -0.12 2.11 3.95  0.01
C3 0.22 2.38 5.27  0.00
C4 -0.74 2.27 6.26  0.00
C5 -2.04 1.90 5.94  0.00
C6 -2.39 1.66 4.62  0.00
C7 -1.43 1.76 3.62  0.00
S2 -1.90 1.27 1.97  0.01
O6 -3.33 1.54 1.88  0.00
O7 -1.17 2.14 1.01  0.01
O8 -1.61 -0.14 1.95  -0.02
H4 1.25 2.63 5.48  0.00
H5 -0.47 2.48 7.29  0.00
H6 -2.78 1.80 6.72  0.00
H7 -3.39 1.37 4.34  0.00
F1 -4.35 0.19 -3.51  0.00
C8 -4.60 -1.10 -3.25  0.00
C9 -4.54 -1.59 -1.95  0.00
C10 -4.82 -2.93 -1.82  0.00
F2 -4.83 -3.53 -0.62  0.00
C11 -5.15 -3.75 -2.89  0.00
F3 -5.44 -5.05 -2.71  0.00
C12 -5.22 -3.21 -4.16  0.00
F4 -5.55 -3.98 -5.20  0.00
C13 -4.94 -1.88 -4.34  0.00
F5 -5.03 -1.36 -5.58  0.00
Ge1 -3.77 -0.31 -0.49  -0.02
S3 -1.78 -0.11 -1.21  0.01
C14 -5.10 1.17 -0.85  0.00
C15 -4.70 2.49 -0.97  0.00
F6 -3.42 2.83 -0.93  0.00
C16 -5.60 3.52 -1.21  0.00
F7 -5.18 4.78 -1.34  0.00
C17 -6.94 3.24 -1.34  0.00
F8 -7.81 4.22 -1.57  0.00
C18 -7.37 1.93 -1.24  0.00
F9 -8.68 1.66 -1.39  0.00
C19 -6.45 0.93 -1.01  0.00
F10 -6.94 -0.32 -0.95  0.00
C20 -4.37 -1.21 1.20  0.00
C21 -5.39 -0.79 2.03  0.00
F11 -6.23 0.19 1.68  0.00
C22 -5.61 -1.34 3.28  0.00
F12 -6.63 -0.93 4.05  0.00
C23 -4.76 -2.32 3.75  0.00
F13 -4.96 -2.86 4.96  0.00
C24 -3.72 -2.76 2.96  0.00
F14 -2.91 -3.72 3.42  0.00
C25 -3.55 -2.21 1.70  0.00
F15 -2.56 -2.70 0.95  0.00
Cl1 6.90 -2.02 -5.18  0.00
C26 6.70 -1.42 -3.56  0.00
C27 5.66 -0.57 -3.26  0.00
C28 5.49 -0.15 -1.95  0.00
C29 6.35 -0.56 -0.93  0.00
C30 6.09 -0.14 0.51  0.00
C31 5.87 1.37 0.65  0.00
N3 4.59 1.79 0.13  0.01
C32 4.38 2.76 -0.83  0.00
C33 3.03 2.86 -0.98  0.01
N4 2.41 1.99 -0.11  -0.01
C34 3.37 1.39 0.56  0.01
O9 5.04 -0.83 1.18  0.00
C35 4.10 -1.63 0.47  -0.01
C36 4.67 -2.89 -0.15  0.00
C37 5.51 -3.76 0.47  0.00
Cl2 6.08 -3.68 2.09  0.00
S4 5.99 -5.06 -0.55  0.00
C38 5.03 -4.44 -1.84  0.00
C39 4.39 -3.30 -1.49  0.00
C40 7.42 -1.38 -1.29  0.00
Cl3 8.60 -1.91 -0.12  0.00
C41 7.60 -1.82 -2.59  0.00
H8 4.96 -0.26 -4.03  0.00
H9 4.65 0.49 -1.72  0.00
H10 6.98 -0.36 1.09  0.00
H11 6.65 1.90 0.11  0.00
H12 5.94 1.62 1.71  0.00
H13 5.19 3.25 -1.34  0.00
H14 2.47 3.46 -1.67  0.00
H15 3.23 0.66 1.33  -0.02
H16 3.57 -1.06 -0.30  0.02
H17 3.36 -1.89 1.23  0.00
H18 5.00 -4.97 -2.78  0.00
H19 3.74 -2.74 -2.15  0.00
H20 8.43 -2.47 -2.84  0.00

Values from the calculation:
E ... -9962.97613 Ha
LUMO energy (spin up / spin down) ... 3.181 / 3.181 eV
Total charge ... -2
Gap between HOMO and LUMO (spin up / spin down) ... 4.221 / 3.723 eV
Energy above the lowest of the compared OMol25 structures with the same formula, charge and spin ... 0.000 eV
2S+1 ... 2